# 1
ORCA calculation (wB97M-V/def2-TZVPD) on a 8-piece molecular cluster, C50H110N6O6 overall in a non-equilibrium geometry.

XYZ file:
```
172
C50H110N6O6, DFT wB97M-V/def2-TZVPD
C -3.095 -1.083 2.112
C -4.001 -1.271 0.908
C -4.411 -2.779 0.870
N -5.624 -3.251 0.004
C -5.325 -3.239 -1.519
C -6.133 -4.577 0.467
C -6.901 -4.307 1.730
C -7.222 -2.825 1.778
C -6.850 -2.361 0.371
H -2.207 -1.700 1.968
H -3.602 -1.200 3.069
H -2.661 -0.084 2.080
H -3.639 -0.928 -0.061
H -4.760 -0.513 1.105
H -4.548 -3.089 1.906
H -3.576 -3.400 0.547
H -5.053 -2.211 -1.757
H -6.273 -3.542 -1.965
H -4.492 -3.914 -1.713
H -6.801 -5.043 -0.258
H -5.278 -5.221 0.674
H -7.777 -4.949 1.824
H -6.358 -4.664 2.605
H -8.272 -2.799 2.069
H -6.651 -2.382 2.594
H -7.689 -2.661 -0.257
H -6.637 -1.299 0.249
C -2.864 2.261 0.230
C -4.089 2.117 -0.715
C -3.702 1.902 -2.142
N -4.786 1.747 -3.259
C -5.604 2.983 -3.283
C -5.616 0.469 -2.939
C -5.724 -0.385 -4.241
C -5.043 0.500 -5.313
C -4.146 1.474 -4.596
H -3.289 2.242 1.234
H -2.284 3.164 0.039
H -2.153 1.435 0.216
H -4.759 2.927 -0.429
H -4.610 1.266 -0.276
H -2.983 1.086 -2.218
H -3.189 2.778 -2.540
H -6.208 3.017 -4.190
H -4.807 3.725 -3.248
H -6.285 3.048 -2.435
H -6.595 0.825 -2.620
H -5.217 -0.027 -2.054
H -6.770 -0.554 -4.498
H -5.312 -1.386 -4.118
H -5.770 0.967 -5.978
H -4.426 -0.133 -5.951
H -3.950 2.438 -5.065
H -3.236 0.918 -4.369
C 2.220 4.631 0.798
C 1.579 3.516 -0.066
C 1.903 3.689 -1.542
N 1.258 2.601 -2.444
C -0.139 2.380 -1.866
C 2.129 1.294 -2.663
C 1.531 0.604 -3.864
C 0.965 1.771 -4.674
C 1.227 3.069 -3.911
H 1.540 5.473 0.926
H 3.212 4.947 0.475
H 2.400 4.257 1.806
H 0.519 3.752 0.029
H 1.786 2.532 0.355
H 2.966 3.681 -1.783
H 1.483 4.641 -1.865
H 0.061 1.729 -1.014
H -0.786 1.965 -2.639
H -0.601 3.341 -1.639
H 2.199 0.766 -1.713
H 3.169 1.480 -2.929
H 0.833 -0.181 -3.575
H 2.206 -0.005 -4.466
H -0.103 1.713 -4.888
H 1.414 1.919 -5.655
H 0.468 3.842 -4.036
H 2.175 3.582 -4.073
C 5.367 0.472 -0.380
C 6.193 1.551 -1.239
C 7.630 1.643 -0.594
N 8.421 2.909 -1.073
C 7.523 4.141 -0.952
C 9.737 2.980 -0.285
C 10.809 2.255 -1.083
C 10.297 1.902 -2.436
C 8.904 2.551 -2.529
H 5.938 -0.449 -0.261
H 4.386 0.206 -0.773
H 4.946 0.908 0.526
H 5.687 2.515 -1.192
H 6.274 1.234 -2.279
H 8.147 0.731 -0.892
H 7.552 1.734 0.490
H 8.190 4.986 -1.126
H 7.081 4.258 0.037
H 6.750 4.028 -1.712
H 9.873 4.055 -0.164
H 9.689 2.485 0.685
H 11.650 2.947 -1.110
H 11.304 1.401 -0.620
H 10.898 2.201 -3.295
H 10.162 0.843 -2.658
H 8.988 3.570 -2.905
H 8.179 1.983 -3.113
C -1.543 -0.910 5.648
C -0.932 0.466 5.396
C 0.570 0.424 5.144
N 1.183 1.801 4.731
C 0.576 2.527 3.492
C 2.686 1.809 4.531
C 3.260 3.142 5.067
C 2.191 3.768 5.939
C 1.050 2.682 5.996
H -1.044 -1.394 6.488
H -1.626 -1.610 4.816
H -2.555 -0.740 6.015
H -1.075 1.119 6.258
H -1.497 0.844 4.544
H 0.734 -0.195 4.262
H 1.147 -0.006 5.963
H 1.067 3.500 3.457
H -0.465 2.589 3.809
H 0.670 1.925 2.589
H 2.904 1.649 3.475
H 3.051 1.025 5.196
H 3.584 3.638 4.152
H 4.123 2.760 5.613
H 1.843 4.663 5.424
H 2.579 3.988 6.934
H 0.033 3.074 5.962
H 1.204 2.045 6.867
C 0.160 -2.931 3.045
C 0.553 -4.030 1.985
C -0.530 -4.078 0.925
N -0.180 -5.028 -0.266
C 1.155 -4.724 -1.008
C -0.233 -6.479 0.227
C -1.372 -7.187 -0.511
C -2.383 -6.131 -0.704
C -1.416 -4.993 -1.207
H -0.837 -2.995 3.482
H 0.334 -1.924 2.665
H 0.721 -3.059 3.971
H 0.551 -4.968 2.540
H 1.574 -3.788 1.689
H -0.684 -3.053 0.587
H -1.438 -4.560 1.290
H 2.021 -4.812 -0.353
H 1.112 -3.659 -1.234
H 1.130 -5.383 -1.876
H 0.798 -6.810 0.098
H -0.290 -6.518 1.315
H -0.905 -7.575 -1.416
H -1.825 -7.975 0.090
H -3.097 -6.294 -1.511
H -2.952 -5.815 0.170
H -1.097 -5.199 -2.229
H -1.867 -4.005 -1.308
O 0.108 0.004 1.041
C 1.400 -0.393 0.794
O 1.548 -1.223 -0.087
O 2.384 0.044 1.501
H -0.437 -0.530 0.459
O -0.568 -1.950 -2.548
C -1.676 -1.395 -2.215
O -1.609 -0.667 -1.204
O -2.638 -1.514 -2.973
H -0.168 -1.529 -1.784
```

* ⟨S²⟩: 0.7505
* 2S+1: 2
* orbital gap (spin up / spin down): 1.72 / 8.46 eV
* net charge: +3
* E_LUMO (spin up / spin down): -5.07 / -5.08 eV



# 2
ORCA calculation (wB97M-V/def2-TZVPD) on a 9-piece molecular cluster, C50H116N6O9 overall in a non-equilibrium geometry.

XYZ file:
```
181
C50H116N6O9, DFT wB97M-V/def2-TZVPD
C 13.454 -20.164 20.138
C 12.472 -19.040 20.316
C 12.972 -17.834 19.514
C 11.111 -19.434 19.755
C 10.383 -20.543 20.609
C 10.271 -20.046 22.071
C 11.581 -19.473 22.675
C 11.362 -18.557 23.887
C 12.407 -20.675 23.172
N 12.284 -18.619 21.699
O 13.446 -18.061 22.296
H 13.075 -21.204 20.234
H 13.821 -20.117 19.098
H 14.405 -19.966 20.702
H 12.209 -17.074 19.516
H 13.894 -17.327 19.796
H 13.127 -18.128 18.464
H 10.488 -18.527 19.806
H 11.264 -19.751 18.741
H 9.386 -20.788 20.171
H 11.028 -21.450 20.615
H 10.029 -20.819 22.821
H 9.485 -19.212 22.121
H 12.216 -18.566 24.620
H 10.449 -18.763 24.454
H 11.328 -17.553 23.498
H 13.412 -20.249 23.479
H 12.733 -21.361 22.356
H 11.939 -21.274 23.975
H 14.234 -18.540 22.156
C 7.456 -19.736 17.883
C 7.397 -18.830 16.635
C 7.988 -19.600 15.512
C 5.960 -18.456 16.361
C 5.419 -17.539 17.439
C 6.262 -16.254 17.627
C 7.789 -16.575 17.764
C 8.533 -15.271 17.522
C 8.222 -17.031 19.164
N 8.226 -17.561 16.782
O 9.594 -17.904 16.958
H 7.226 -20.720 17.639
H 8.486 -19.859 18.221
H 6.829 -19.375 18.721
H 7.539 -20.561 15.324
H 7.975 -19.081 14.589
H 9.083 -19.785 15.746
H 5.894 -18.001 15.378
H 5.423 -19.383 16.362
H 4.345 -17.323 17.186
H 5.357 -18.030 18.405
H 5.908 -15.703 18.480
H 6.091 -15.681 16.710
H 8.181 -14.748 16.632
H 9.614 -15.407 17.437
H 8.314 -14.660 18.412
H 8.383 -16.146 19.883
H 9.142 -17.482 18.973
H 7.533 -17.774 19.655
H 9.964 -17.302 16.315
C 8.455 -15.290 26.102
C 8.383 -13.737 26.344
C 7.177 -13.425 27.242
C 9.665 -13.236 26.928
C 9.766 -11.678 26.879
C 9.603 -11.122 25.462
C 8.370 -11.668 24.766
C 7.100 -10.997 25.341
C 8.523 -11.522 23.231
N 8.306 -13.150 24.954
O 7.129 -13.600 24.337
H 7.548 -15.731 25.705
H 9.338 -15.498 25.427
H 8.713 -15.714 27.084
H 7.246 -12.388 27.641
H 6.286 -13.582 26.610
H 7.183 -14.091 28.124
H 9.818 -13.571 27.958
H 10.467 -13.650 26.326
H 8.994 -11.159 27.473
H 10.714 -11.415 27.324
H 10.492 -11.364 24.954
H 9.494 -10.041 25.432
H 7.006 -10.011 24.800
H 7.048 -10.829 26.380
H 6.202 -11.603 25.039
H 7.595 -11.679 22.757
H 9.294 -12.170 22.902
H 8.853 -10.521 22.957
H 7.361 -14.077 23.525
C 2.838 -14.853 23.622
C 2.530 -13.852 24.809
C 2.516 -14.618 26.088
C 3.580 -12.774 24.794
C 3.449 -11.747 23.640
C 2.053 -11.201 23.690
C 0.872 -12.231 23.588
C -0.461 -11.495 23.877
C 0.804 -12.697 22.144
N 1.184 -13.257 24.701
O 0.179 -14.389 24.610
H 3.346 -14.412 22.802
H 1.935 -15.321 23.296
H 3.483 -15.634 24.108
H 1.848 -15.419 25.989
H 2.186 -13.859 26.768
H 3.520 -14.954 26.305
H 3.592 -12.273 25.784
H 4.514 -13.355 24.736
H 3.619 -12.236 22.712
H 4.234 -11.042 23.857
H 1.890 -10.518 22.864
H 1.844 -10.610 24.573
H -0.443 -10.752 23.034
H -1.246 -12.203 23.779
H -0.403 -11.022 24.843
H 0.323 -11.875 21.566
H 1.795 -12.909 21.718
H 0.162 -13.569 22.052
H -0.278 -14.244 25.478
C 15.146 -14.065 20.399
O 13.909 -13.806 21.054
C 13.040 -14.896 20.965
C 11.795 -14.581 21.752
C 11.922 -14.493 23.282
N 10.803 -15.619 21.442
H 14.857 -14.323 19.368
H 15.670 -14.889 20.943
H 15.790 -13.187 20.349
H 12.672 -14.878 19.929
H 13.427 -15.881 21.227
H 11.403 -13.606 21.396
H 10.973 -14.113 23.720
H 12.737 -13.881 23.582
H 12.076 -15.523 23.631
H 10.592 -15.741 20.420
H 11.189 -16.561 21.626
C 2.488 -18.001 19.936
O 2.968 -18.840 20.999
C 2.743 -18.116 22.199
C 3.149 -19.021 23.360
C 2.275 -20.289 23.244
N 2.954 -18.379 24.662
H 1.426 -17.793 20.031
H 2.634 -18.470 18.918
H 3.023 -17.036 19.891
H 3.232 -17.120 22.085
H 1.652 -17.983 22.309
H 4.210 -19.120 23.174
H 2.388 -21.014 24.025
H 2.341 -20.765 22.269
H 1.245 -19.960 23.408
H 1.974 -18.424 24.977
H 3.168 -17.408 24.654
C 6.725 -12.948 20.884
C 6.884 -11.745 20.026
O 5.730 -10.914 19.833
H 7.694 -13.208 21.140
H 6.224 -13.768 20.404
H 6.156 -12.803 21.818
H 7.374 -12.012 19.086
H 7.505 -10.979 20.452
H 4.941 -11.488 19.640
C 5.969 -21.336 21.057
C 6.376 -20.009 21.817
O 5.897 -18.937 20.991
H 6.337 -21.332 20.027
H 4.925 -21.597 21.141
H 6.549 -22.154 21.552
H 7.448 -19.906 21.964
H 5.998 -19.957 22.799
H 4.893 -18.960 20.852
C 6.230 -16.546 23.524
C 7.663 -16.629 23.025
O 8.067 -15.445 22.347
H 6.065 -15.653 24.099
H 6.116 -17.446 24.111
H 5.562 -16.659 22.684
H 7.793 -17.392 22.299
H 8.397 -16.846 23.839
H 9.064 -15.468 22.174
```

* orbital gap: 8.50 eV
* net charge: 0
* E_LUMO: 0.48 eV
* SMILES: CC1(C)CCCC(C)(C)N1O.CC1(C)CCCC(C)(C)N1O.CC1(C)CCCC(C)(C)N1O.CC1(C)CCCC(C)(C)N1O.COC[C@H](C)N.COC[C@H](C)N.CCO.CCO.CCO



For the records above, the corresponding relative energy (zero: lowest compared OMol25 entry of this formula, charge and spin) values read 0.0, 0.0 kcal/mol.